Molecular formula: C44H60ClF3N2O2Ti
Method: DFT, ωB97M-V/def2-TZVPD

Element x y z (Å)
Ti: 1.3535 0.1975 0.8972
C: 4.1733 -1.1808 0.3959
N: 2.8287 -1.6697 0.7014
C: 3.0482 -2.4676 1.9730
C: 2.3368 -2.5242 -0.3816
C: 0.8390 -2.7206 -0.2752
N: 0.0651 -1.3763 -0.3757
C: -0.1652 -0.9587 -1.7743
C: 0.9922 -0.6400 -2.6229
C: 1.0996 -1.2021 -3.8865
C: 2.2337 -0.9795 -4.7135
C: 3.1053 0.0334 -4.2229
C: 2.9694 0.7276 -2.9939
C: 1.9430 0.2534 -2.1164
O: 1.8725 0.5873 -0.8311
C: 3.8022 1.9876 -2.7837
C: 3.8616 2.4696 -1.3196
C: 3.1645 3.0564 -3.6846
C: 5.2546 1.7580 -3.2150
C: 2.5281 -1.8708 -5.8937
C: 1.3572 -2.8775 -6.1262
C: 3.8522 -2.6207 -5.6666
C: 2.7308 -1.0939 -7.2031
C: -1.2329 -1.4865 0.2681
C: -2.0507 -0.2144 0.3498
C: -3.4479 -0.2541 0.0724
C: -4.2426 0.8451 0.3151
C: -3.6815 1.9960 0.9226
C: -2.3600 2.0648 1.2230
C: -1.4996 0.9926 0.8633
O: -0.1625 1.1008 1.1104
C: -1.7766 3.2236 2.0648
C: -0.7554 4.0216 1.2500
C: -2.9528 4.1094 2.6298
C: -1.0415 2.7134 3.2999
C: -5.7127 0.7755 -0.0365
C: -6.4025 2.1124 0.2253
C: -5.8781 0.2978 -1.4837
C: -6.3097 -0.3068 0.9000
H: 4.9199 -1.9710 0.2611
H: 4.4879 -0.6027 1.3160
H: 4.1654 -0.5663 -0.4812
H: 3.9531 -3.1037 1.8756
H: 2.1919 -3.0676 2.2253
H: 3.1604 -1.7584 2.8057
H: 2.8931 -3.4503 -0.3909
H: 2.6131 -2.0704 -1.3089
H: 0.6413 -3.0815 0.7282
H: 0.4734 -3.4271 -0.9615
H: -0.7701 -0.0310 -1.7022
H: -0.6685 -1.7817 -2.2343
H: 0.3355 -1.7771 -4.3153
H: 3.9383 0.2420 -4.8720
H: 2.9120 2.7300 -0.8374
H: 4.5328 3.3277 -1.2677
H: 4.3224 1.7125 -0.6803
H: 2.1924 3.2863 -3.2513
H: 3.0974 2.7680 -4.7356
H: 3.8303 3.9132 -3.6976
H: 5.6964 0.7914 -2.9123
H: 5.8842 2.5692 -2.8540
H: 5.2728 1.7252 -4.2770
H: 1.1813 -3.5509 -5.2427
H: 1.6146 -3.6141 -6.9161
H: 0.4162 -2.3951 -6.3726
H: 3.7026 -3.2194 -4.6906
H: 4.6518 -1.9350 -5.5329
H: 4.0118 -3.3416 -6.4757
H: 1.8255 -0.5620 -7.3908
H: 2.9723 -1.7746 -7.9678
H: 3.5347 -0.3880 -7.0895
H: -1.0176 -1.7577 1.3126
H: -1.8644 -2.2753 -0.1673
H: -3.8710 -1.1770 -0.3876
H: -4.4145 2.7611 1.2130
H: -1.1801 4.3544 0.2843
H: 0.1591 3.3823 1.0123
H: -0.4703 4.9591 1.7558
H: -3.7113 4.4177 1.8870
H: -2.5404 4.9922 3.0493
H: -3.5241 3.5162 3.3596
H: -0.3118 1.9775 3.0889
H: -1.8061 2.2095 3.9425
H: -0.6382 3.5655 3.8860
H: -5.9335 2.8661 -0.3626
H: -6.3999 2.4144 1.2493
H: -7.4463 2.1523 -0.0269
H: -5.1123 0.5949 -2.1618
H: -6.8272 0.6027 -1.8922
H: -5.9854 -0.7492 -1.5967
H: -6.3489 -0.1239 1.9890
H: -5.8852 -1.3127 0.6629
H: -7.3403 -0.4177 0.5359
Cl: 3.4904 0.8369 3.5196
C: 2.6677 1.3922 2.0515
H: 3.4373 1.8347 1.4140
H: 2.1125 2.2362 2.4057
F: -4.0266 -1.3197 8.6562
C: -3.0894 -2.2168 8.2741
F: -2.2278 -2.3412 9.2925
F: -3.7785 -3.3431 8.1627
C: -2.3110 -1.9227 7.0228
C: -2.1858 -2.9524 6.0672
C: -1.5213 -2.6635 4.8830
C: -0.9577 -1.4143 4.7426
C: -1.1108 -0.3642 5.6758
C: -1.7599 -0.6258 6.8356
C: -0.0574 -1.1328 3.6189
C: 0.6754 -0.7547 2.7457
H: -2.6423 -3.9647 6.1711
H: -1.3895 -3.3898 4.0993
H: -0.6738 0.5887 5.4630
H: -1.9074 0.0888 7.6563

Values from the calculation:
- ΔE to the lowest compared entry with this formula, charge and spin (kcal per mole) = 0.0
- 2S+1 = 1
- total charge = 0
- E_tot (eV) = -97467.4991
- HOMO (eV) = -8.0

Mulliken population analysis, charges in e, atoms 1 to 5: 0.02 -0.98 0.97 -1.24 -1.08